# C2H10NS2

A cluster of 2 separate species, C2H10NS2 in total (the ωB97M-V functional and the def2-TZVPD basis, OMol25).

Positions of all 15 atoms, in Å:
1 C 0.085222 -2.166500 1.285779
2 N 0.036648 -0.670028 1.191325
3 H -0.908554 -2.599013 1.291528
4 H 0.758414 -2.431863 2.089488
5 H 0.584230 -2.510682 0.384045
6 H 0.132323 -0.285406 2.133592
7 H 0.920233 -0.336295 0.795961
8 H -0.793738 -0.245141 0.700576
9 C 0.890719 1.652206 -1.902559
10 S -0.079495 2.455967 -0.544585
11 S -1.860459 0.959786 -0.285340
12 H 1.848859 1.435166 -1.454657
13 H 0.296676 0.795778 -2.215156
14 H 1.036772 2.371408 -2.699340
15 H -2.947851 1.574617 -0.770656

Cartesian forces, eV/Å:
0.498 0.354 -1.140
1.538 -0.501 1.286
-0.008 0.116 0.476
-0.391 -0.196 0.443
-0.166 -0.086 -0.179
-0.811 0.184 -0.072
-0.478 0.192 -0.678
-0.197 -0.005 -0.025
-0.752 0.892 0.951
1.846 1.085 -0.242
-1.622 -1.013 -0.131
0.311 -0.531 -0.251
0.328 -0.193 -0.206
-0.063 -0.096 -0.294
-0.031 -0.202 0.061

Results
Kohn-Sham gap (spin up / spin down) (eV): 4.566 / 7.012
Spin multiplicity: 2
LUMO energy (spin up / spin down) (eV): -0.1 / -0.2
Net charge: 0

Mulliken population analysis, charges in e, atoms 1 to 4: -0.749, -0.114, 0.308, 0.355

# C5H10O2

A structure of composition C5H10O2 (the ωB97M-V functional and the def2-TZVPD basis, OMol25).

Positions of all 17 atoms, in Å:
1 O 1.900933 0.128457 1.212548
2 C 1.894539 -0.451113 -0.080211
3 C 0.461537 -0.832435 -0.419152
4 C -0.521166 0.337927 -0.443945
5 C -2.013405 -0.001947 -0.642306
6 O -2.419433 0.778374 0.482502
7 C -1.028121 0.922652 0.884706
8 H 2.786765 0.463632 1.393944
9 H 2.539500 -1.344952 -0.117133
10 H 2.272435 0.259003 -0.833384
11 H 0.112995 -1.580776 0.305194
12 H 0.462612 -1.319612 -1.403992
13 H -0.163295 1.119689 -1.130313
14 H -2.214928 -1.067858 -0.476576
15 H -2.500599 0.300472 -1.576042
16 H -0.816452 1.976037 1.081706
17 H -0.753912 0.312453 1.762460

Cartesian forces, eV/Å:
0.230 0.164 0.144
-0.119 -0.114 -0.408
-0.147 -0.009 0.004
0.018 0.023 -0.083
0.087 -0.398 -0.486
0.470 -0.048 0.214
-0.008 0.232 0.292
-0.165 -0.055 0.030
-0.162 0.171 0.037
-0.054 -0.054 0.140
0.039 0.095 -0.073
0.004 0.052 0.128
-0.151 -0.187 0.159
-0.021 -0.001 -0.023
0.083 0.076 0.134
0.172 -0.133 0.054
-0.275 0.187 -0.264

Results
Kohn-Sham gap (eV): 10.228
LUMO energy (eV): 0.8
Net charge: 0

Mulliken population analysis, charges in e, atoms 1 to 4: -0.490, -0.482, -0.893, 0.227